Record 1
Density functional theory data (the ωB97M-V functional and the def2-TZVPD basis) for a structure of composition C16H25NO4SiV.

CARTESIAN COORDINATES (ANGSTROEM)
V  -1.23972  -0.23136  -1.45636
O  0.17733  3.28633  -2.93117
C  -0.09226  2.00204  -2.66195
O  -1.08865  1.71767  -1.89294
C  0.66385  0.95354  -3.22775
C  1.64059  0.94005  -4.25732
C  2.02857  -0.26906  -4.77044
C  1.45547  -1.48896  -4.32266
C  0.53767  -1.41126  -3.30424
N  0.22020  -0.23753  -2.76103
C  -0.31594  -2.53608  -2.73254
O  -0.14042  -3.69092  -3.01786
O  -1.28129  -2.08783  -1.92408
H  -0.46581  3.82178  -2.44858
H  2.04304  1.86715  -4.63963
H  2.76217  -0.29241  -5.56479
H  1.70422  -2.43877  -4.76919
C  -2.47816  -1.00823  1.68123
Si  -0.85833  -0.22483  1.06347
C  -0.78750  1.55881  1.79122
C  -2.03380  2.31738  1.30293
C  -0.82916  1.57904  3.32458
C  0.45784  2.31984  1.32991
C  0.59523  -1.37248  1.57687
C  0.91792  -1.30577  3.07352
C  0.21463  -2.82430  1.24767
C  1.86311  -1.02771  0.78749
H  -2.48231  -1.08697  2.77188
H  -2.61242  -2.01288  1.28023
H  -3.35630  -0.42407  1.40096
H  -2.95141  1.88819  1.70732
H  -2.11469  2.34530  0.21631
H  -1.98568  3.35482  1.65000
H  -1.66237  0.99879  3.72446
H  -0.95800  2.60959  3.67051
H  0.08944  1.20103  3.77345
H  0.57013  2.31320  0.24342
H  1.36929  1.90364  1.76087
H  0.39742  3.36515  1.64982
H  0.03599  -1.46028  3.69778
H  1.37201  -0.35427  3.35763
H  1.63550  -2.09276  3.32526
H  -0.63543  -3.16714  1.83904
H  1.05854  -3.47905  1.48479
H  -0.03682  -2.97313  0.19721
H  2.25135  -0.04004  1.03870
H  1.69350  -1.05092  -0.29346
H  2.65146  -1.75435  1.00748

Summary:
Expectation value of S² = 3.838
Gap between HOMO and LUMO (spin up / spin down) = 6.42 / 7.29 eV
Charge = 0
Multiplicity = 4

Atom charges from the Löwdin analysis, given in e for atoms 1 to 6:
1 V 0.976
2 O 0.131
3 C -0.444
4 O -0.140
5 C -0.180
6 C 0.015


Record 2
Density functional theory data (the ωB97M-V functional and the def2-TZVPD basis) for a cluster of 2 separate species, C2H4O2S in total.

CARTESIAN COORDINATES (ANGSTROEM)
C  -0.26471  -0.76404  -1.41337
C  -1.26288  -0.92641  -0.37597
O  0.76885  -1.07634  -1.89416
O  1.23324  0.93953  0.53971
S  -1.54391  0.37513  -1.65280
H  -1.02440  -0.55620  0.61216
H  -1.94107  -1.77019  -0.41511
H  1.32545  1.89388  0.49790
H  1.84007  0.55992  -0.10332

Summary:
ΔE to the lowest compared entry with this formula, charge and spin = 128.18 kJ/mol
Gap between HOMO and LUMO = 10.39 eV
Charge = 0
Multiplicity = 1

Atom charges from the Löwdin analysis, given in e for atoms 1 to 6:
1 C -0.828
2 C -0.328
3 O 0.073
4 O -0.050
5 S 0.903
6 H 0.071


Record 3
Density functional theory data (the ωB97M-V functional and the def2-TZVPD basis) for a cluster of 2 separate species, C11H14N2O in total at a distorted geometry.

CARTESIAN COORDINATES (ANGSTROEM)
C  1.23063  -4.51195  1.59922
C  -0.97827  -3.20984  -0.86265
C  0.38113  -3.60628  0.77267
C  -0.45772  -2.61192  1.22308
N  0.01869  -3.97212  -0.48593
N  -1.29283  -2.29152  0.13712
H  -1.53631  -3.32503  -1.79779
H  -1.78073  -1.41393  0.04375
H  -0.30461  -1.93672  2.05284
H  0.78979  -5.00848  2.43042
H  2.16704  -4.11162  2.04480
H  1.74345  -5.26234  1.01300
C  1.58853  3.63336  -2.02970
C  -0.66950  3.55783  -0.88978
C  0.58292  2.95293  -1.11347
C  -1.49565  2.95388  0.02134
C  -1.23901  1.67411  0.52465
C  0.92299  1.75744  -0.49988
C  -0.02219  1.07339  0.30095
O  -2.21900  1.16424  1.36144
H  -0.80335  4.55632  -1.29618
H  -2.36283  3.58433  0.14642
H  1.42746  4.67991  -1.87449
H  1.47762  3.41855  -3.06914
H  1.85256  1.24065  -0.76111
H  -2.06195  1.38598  2.29509
H  0.36466  0.11298  0.56480
H  2.67647  3.51589  -1.85148

Summary:
ΔE to the lowest compared entry with this formula, charge and spin = 215.97 kJ/mol
Gap between HOMO and LUMO = 9.14 eV
Charge = 0
Multiplicity = 1

Atom charges from the Löwdin analysis, given in e for atoms 1 to 6:
1 C -0.061
2 C -0.181
3 C -0.362
4 C -0.072
5 N 0.073
6 N 0.051


Record 4
Density functional theory data (the ωB97M-V functional and the def2-TZVPD basis) for a cluster of 3 separate species, C18H35BrClN2O14P4 in total at a distorted geometry.

CARTESIAN COORDINATES (ANGSTROEM)
C  -4.33914  4.52893  0.51643
C  -3.42410  4.25244  1.71324
O  -4.10378  3.66219  2.81767
C  -4.63665  2.39230  2.49582
C  -4.55769  1.46409  3.71196
O  -3.77253  0.25911  3.52376
C  -4.16169  -0.53196  2.51151
C  -5.46114  -0.86931  2.29063
N  -5.76728  -1.64107  1.25160
C  -4.87114  -2.12640  0.40695
C  -5.39679  -2.98427  -0.71980
C  -5.90354  -2.18101  -1.92745
N  -5.41907  -1.11117  -2.38349
C  -3.52246  -1.84581  0.58600
P  -2.06775  -2.46906  -0.43087
O  -1.98378  -4.06113  -0.04781
Cl  -2.55482  -2.45950  -2.43331
C  -3.18414  -1.01796  1.64660
C  -1.70525  -0.65505  1.85925
O  -0.93937  -1.38458  2.41836
O  -1.34125  0.61208  1.40226
P  -1.59426  0.80531  -0.24873
O  -1.74179  2.39856  -0.51981
Br  0.33124  0.22057  -1.28416
H  -5.27110  4.94774  0.90907
H  -4.59623  3.58313  0.01887
H  -3.89078  5.16960  -0.24301
H  -2.58694  3.58352  1.47536
H  -2.96066  5.19630  2.01138
H  -4.10956  2.01741  1.60600
H  -5.70112  2.52330  2.24551
H  -5.55902  1.17227  4.04768
H  -4.12278  2.02599  4.53977
H  -6.23663  -0.49676  2.94537
H  -6.75141  -1.85847  1.13072
H  -4.65013  -3.74092  -0.96260
H  -6.26161  -3.53629  -0.32380
H  -6.75341  -2.60742  -2.46860
H  -4.62144  -0.83046  -1.80312
H  -2.66508  -4.56554  -0.51735
H  -1.83385  2.48055  -1.48326
C  6.56207  1.51227  -0.15099
O  5.26157  1.91002  -0.60446
P  5.06694  3.36920  -1.22619
O  6.09236  3.77261  -2.17764
O  4.89466  4.33308  0.03182
C  6.05513  4.71626  0.77429
O  3.60437  3.30084  -1.80253
C  2.52334  2.89882  -0.95570
H  6.85881  0.60856  -0.68007
H  7.31092  2.28332  -0.32736
H  6.50950  1.30017  0.91673
H  6.92316  4.82339  0.12333
H  6.25969  3.97451  1.54802
H  5.85228  5.67217  1.25037
H  2.80853  2.87722  0.09593
H  2.19138  1.90561  -1.25482
H  1.70305  3.60513  -1.08187
C  2.34576  -4.49682  -1.77401
O  3.73621  -4.68366  -2.03651
P  4.80355  -4.23959  -0.93204
O  4.46907  -4.63032  0.43159
O  4.98983  -2.66932  -1.15441
C  3.98244  -1.78647  -0.66733
O  6.14571  -4.82509  -1.49107
C  6.56309  -4.51675  -2.82972
H  1.84050  -5.45836  -1.84867
H  2.16697  -4.08314  -0.78107
H  1.93656  -3.81893  -2.52496
H  3.54260  -2.15958  0.25907
H  3.20417  -1.66286  -1.42437
H  4.43811  -0.81730  -0.47444
H  5.97694  -3.71062  -3.26771
H  6.46243  -5.40837  -3.44595
H  7.60823  -4.21720  -2.80188

Summary:
Gap between HOMO and LUMO = 6.94 eV
Charge = +1
Multiplicity = 1

Atom charges from the Löwdin analysis, given in e for atoms 1 to 6:
1 C -0.070
2 C -0.255
3 O -0.136
4 C -0.188
5 C -0.084
6 O 0.012


Record 5
Density functional theory data (the ωB97M-V functional and the def2-TZVPD basis) for a structure of composition C4H8IO2P at a distorted geometry.

CARTESIAN COORDINATES (ANGSTROEM)
C  0.13256  2.16931  0.08564
C  -0.49229  2.89895  -1.03643
C  -0.76752  -1.94319  1.28752
C  0.10407  -1.66115  0.20571
O  -0.47687  1.71907  1.03559
O  1.37083  1.76518  -0.11412
P  1.74843  0.54854  1.01161
I  3.94372  0.09839  -0.05754
H  -0.91694  1.94237  -1.63368
H  0.19997  3.40067  -1.71135
H  -1.26541  3.61914  -0.61408
H  -0.21108  -2.22559  2.24051
H  -1.34967  -1.07900  1.35836
H  -1.44127  -2.71727  1.01536
H  -0.32366  -0.90100  -0.48882
H  0.98441  -2.26695  0.07086

Summary:
ΔE to the lowest compared entry with this formula, charge and spin = 310.40 kJ/mol
Gap between HOMO and LUMO (spin up / spin down) = 7.95 / 7.13 eV
Charge = 0
Multiplicity = 1

Atom charges from the Löwdin analysis, given in e for atoms 1 to 6:
1 C -0.726
2 C 0.011
3 C -0.212
4 C -0.135
5 O -0.010
6 O -0.423